(1)
{"formula": "C12H10Cl2N2O3Zr", "method": "wB97M-V/def2-TZVPD", "species": ["Zr", "N", "C", "C", "C", "O", "O", "H", "H", "H", "H", "H", "H", "Cl", "C", "C", "C", "Cl", "C", "C", "C", "C", "N", "C", "C", "O", "H", "H", "H", "H"], "coordinates": [[-0.06991, 0.32222, 0.53221], [2.16997, 0.07503, -0.02650], [2.98363, -0.52956, 1.11051], [2.85588, 0.21716, 2.43591], [1.56396, 0.00644, 3.19498], [1.40015, -0.15942, 4.34158], [0.45369, 0.03879, 2.29959], [2.40000, -0.45168, -0.87177], [2.55548, 1.00486, -0.21746], [4.02836, -0.52781, 0.80419], [2.67840, -1.57114, 1.21335], [2.97317, 1.29791, 2.29536], [3.66460, -0.09968, 3.09342], [-0.88732, 5.13562, 0.09862], [-2.07233, 3.91569, -0.00756], [-3.43026, 4.26013, -0.20050], [-4.39400, 3.29604, -0.28216], [-6.02823, 3.73908, -0.51680], [-4.04943, 1.91311, -0.17844], [-4.96134, 0.84624, -0.24056], [-4.51989, -0.45464, -0.11646], [-3.16765, -0.69712, 0.06862], [-2.25797, 0.28451, 0.12779], [-2.69525, 1.59334, 0.00566], [-1.71877, 2.59921, 0.09269], [-0.41866, 2.15878, 0.28916], [-3.69574, 5.30519, -0.28057], [-6.01371, 1.05781, -0.38003], [-5.20813, -1.28588, -0.15668], [-2.80620, -1.71357, 0.17556]], "forces_ev_per_a": [[0.2, 0.0, 0.1], [0.1, 0.0, 0.0], [0.0, 0.0, 0.0], [0.0, 0.0, 0.0], [0.1, -0.1, 0.0], [0.0, 0.0, 0.0], [0.0, 0.0, 0.0], [0.0, 0.0, 0.0], [0.0, 0.0, 0.0], [0.0, 0.0, 0.0], [0.0, 0.0, 0.0], [0.1, 0.0, 0.0], [0.0, 0.0, 0.0], [0.0, 0.0, 0.0], [0.1, 0.0, 0.0], [0.0, 0.0, 0.0], [0.1, 0.0, 0.0], [0.0, 0.0, 0.0], [-0.1, 0.0, 0.0], [0.0, 0.0, 0.0], [0.0, 0.0, 0.0], [0.0, 0.0, 0.0], [-0.1, 0.0, 0.0], [0.1, 0.0, 0.0], [0.0, 0.1, 0.0], [-0.2, 0.0, 0.0], [0.0, 0.0, 0.0], [0.0, 0.0, 0.0], [0.0, 0.0, 0.0], [0.0, 0.0, 0.0]], "homo_ev": -15.128, "orbital_gap_ev": 6.56, "total_charge": 2, "fmax_ev_per_a": 0.21, "lumo_ev": -8.567, "relative_energy_kj_mol": 50.52}

(2)
{"formula": "C14H9BCl44FO2S2", "method": "wB97M-V/def2-TZVPD", "species": ["C", "C", "S", "C", "B", "S", "O", "O", "F", "H", "H", "H", "H", "H", "H", "H", "H", "H", "C", "Cl", "Cl", "Cl", "Cl", "C", "Cl", "Cl", "Cl", "Cl", "C", "Cl", "Cl", "Cl", "Cl", "C", "Cl", "Cl", "Cl", "Cl", "C", "Cl", "Cl", "Cl", "Cl", "C", "Cl", "Cl", "Cl", "Cl", "C", "Cl", "Cl", "Cl", "Cl", "C", "Cl", "Cl", "Cl", "Cl", "C", "Cl", "Cl", "Cl", "Cl", "C", "Cl", "Cl", "Cl", "Cl", "C", "Cl", "Cl", "Cl", "Cl"], "coordinates": [[1.22108, -0.86940, 1.85038], [0.80669, 0.52808, 1.42342], [-0.88834, 0.65897, 0.80543], [-1.47274, -1.04317, 0.51806], [-2.48847, -1.62014, 1.66654], [-3.67376, -0.30300, 2.43110], [-4.81063, -0.96906, 2.94843], [-3.07512, 0.50002, 3.42102], [-4.23528, 0.65368, 1.24556], [0.42505, -1.45327, 2.23406], [1.70339, -1.34226, 1.04106], [1.96088, -0.78917, 2.60894], [1.50118, 0.92113, 0.69908], [0.86498, 1.14949, 2.27760], [-0.66477, -1.72489, 0.42330], [-1.99941, -1.02013, -0.40365], [-3.25514, -2.43772, 1.21723], [-1.87618, -2.06319, 2.60673], [5.22619, -0.95907, 0.43328], [3.77895, 0.01668, 0.22622], [6.40958, -0.07058, 1.39974], [4.82999, -2.47154, 1.24164], [5.93680, -1.34734, -1.13931], [-1.74794, 2.34089, -2.82843], [-2.76304, 1.87288, -1.48320], [-2.42551, 3.76815, -3.63189], [-0.12170, 2.73884, -2.25745], [-1.65039, 1.00508, -3.98416], [-5.20033, 6.55302, -5.15269], [-5.78207, 4.98377, -5.70367], [-5.33230, 7.72499, -6.46881], [-6.16603, 7.09647, -3.78244], [-3.51770, 6.41217, -4.65403], [8.15128, -0.56027, -4.46011], [7.99609, 0.56206, -3.10906], [7.31442, -2.07130, -4.08082], [7.44280, 0.15453, -5.90864], [9.86122, -0.89387, -4.74484], [-11.51511, 2.61169, -3.74619], [-10.73984, 2.82385, -2.17764], [-12.85243, 1.46966, -3.58775], [-12.13368, 4.16577, -4.31063], [-10.34797, 1.98570, -4.90749], [8.49848, -4.60163, 1.67008], [8.34813, -3.69689, 3.17522], [7.78241, -6.20104, 1.86665], [7.66125, -3.74725, 0.38273], [10.21276, -4.75944, 1.25020], [-5.79374, 3.01773, 5.06606], [-5.29064, 2.41967, 3.51016], [-7.52725, 2.72879, 5.28519], [-4.91088, 2.18565, 6.34823], [-5.45859, 4.76037, 5.15820], [9.46440, -9.44243, -0.60272], [10.10037, -7.94102, 0.05922], [7.78089, -9.63198, -0.11043], [9.55981, -9.39471, -2.36399], [10.41057, -10.80540, 0.00110], [-2.49438, 7.40703, 5.46119], [-1.78598, 8.98584, 5.82733], [-1.84337, 6.80473, 3.94125], [-2.11249, 6.27499, 6.75557], [-4.24468, 7.56773, 5.32488], [9.54681, -5.56559, -4.03711], [8.98646, -7.20851, -4.35993], [9.47733, -4.62814, -5.52667], [8.52377, -4.83631, -2.79742], [11.21249, -5.61822, -3.45640], [-10.15164, 1.45040, 2.39565], [-11.58171, 0.52132, 2.88126], [-10.07859, 2.93215, 3.35496], [-8.69885, 0.50244, 2.66793], [-10.28787, 1.83153, 0.67571]], "forces_ev_per_a": [[0.1, 1.0, -0.1], [-0.5, -0.9, 0.0], [0.2, 0.2, -0.2], [-1.0, 0.4, 1.3], [0.4, 0.1, -0.9], [1.2, -2.4, 0.1], [-2.4, -0.9, -0.1], [1.5, 2.3, 0.8], [0.0, 0.4, -0.2], [-0.8, -0.5, 0.3], [0.2, -1.0, -1.0], [0.8, 0.1, 0.8], [0.2, 0.2, -0.4], [-0.1, 0.9, 0.9], [0.9, -0.5, -0.3], [-0.3, 0.2, -1.1], [0.0, 0.0, -0.1], [-0.2, 0.2, 0.3], [0.0, -0.1, 0.0], [0.4, 0.0, -0.1], [0.1, 0.0, 0.0], [-0.4, 0.0, 0.2], [-0.1, 0.1, -0.1], [0.0, -0.1, 0.2], [-0.3, 0.2, -0.2], [0.0, -0.2, 0.0], [0.1, 0.0, 0.0], [0.0, 0.0, -0.1], [0.0, 0.0, 0.0], [0.0, -0.1, 0.0], [0.0, 0.1, -0.1], [-0.1, 0.0, 0.0], [0.0, 0.3, -0.1], [0.0, 0.0, 0.1], [0.0, 0.0, 0.0], [0.0, 0.2, -0.1], [0.0, 0.0, 0.0], [0.1, -0.1, 0.0], [0.0, 0.0, 0.1], [0.0, 0.1, -0.2], [-0.1, 0.0, 0.0], [0.0, 0.1, 0.0], [0.1, 0.0, -0.1], [0.0, 0.0, 0.0], [0.0, 0.0, 0.0], [-0.1, 0.0, 0.1], [0.2, 0.0, -0.1], [0.1, 0.0, 0.0], [0.0, -0.1, -0.1], [-0.2, 0.2, -0.1], [0.1, 0.1, 0.2], [0.1, 0.0, 0.1], [-0.1, -0.2, 0.1], [0.0, -0.1, 0.0], [0.1, 0.0, -0.1], [-0.1, 0.0, 0.0], [0.1, -0.3, 0.4], [0.0, -0.1, 0.1], [0.0, -0.1, 0.0], [0.0, 0.1, 0.0], [0.0, 0.0, -0.1], [0.0, 0.0, 0.1], [0.0, 0.4, 0.0], [0.0, -0.1, 0.0], [-0.1, 0.3, -0.4], [0.0, 0.1, -0.1], [0.1, -0.2, 0.0], [0.1, 0.0, 0.1], [0.1, -0.2, 0.1], [0.0, 0.0, 0.0], [-0.2, 0.1, -0.2], [0.0, 0.0, 0.0], [0.0, 0.0, 0.2]], "homo_ev": -4.778, "orbital_gap_ev": 5.86, "total_charge": -1, "fmax_ev_per_a": 2.84, "lumo_ev": 1.080}

(3)
{"formula": "C22H39N2O", "method": "wB97M-V/def2-TZVPD", "species": ["C", "C", "C", "C", "C", "C", "C", "C", "C", "C", "C", "C", "C", "C", "C", "C", "N", "C", "C", "C", "C", "N", "O", "C", "C", "H", "H", "H", "H", "H", "H", "H", "H", "H", "H", "H", "H", "H", "H", "H", "H", "H", "H", "H", "H", "H", "H", "H", "H", "H", "H", "H", "H", "H", "H", "H", "H", "H", "H", "H", "H", "H", "H", "H"], "coordinates": [[10.93998, -0.15155, -2.38611], [9.64391, 0.19136, -1.66393], [8.56873, 0.67992, -2.63147], [7.27900, 1.11700, -1.93847], [6.49476, -0.04546, -1.33284], [5.17832, 0.41734, -0.71379], [4.40799, -0.74411, -0.08936], [3.03417, -0.34209, 0.44846], [3.11546, 0.61890, 1.63387], [1.77513, 0.81435, 2.34324], [0.73281, 1.50670, 1.46606], [-0.49400, 1.98149, 2.24721], [-1.27065, 0.87508, 2.96260], [-1.88383, -0.14326, 2.00122], [-2.70946, -1.18096, 2.75698], [-3.32965, -2.24226, 1.83714], [-4.33066, -1.65096, 0.97025], [-5.56828, -1.43121, 1.44219], [-6.52615, -0.80768, 0.68451], [-6.21957, -0.37638, -0.61641], [-7.20997, 0.27855, -1.42954], [-6.90003, 0.65468, -2.61101], [-7.87710, 1.26159, -3.31850], [-4.91468, -0.61722, -1.07957], [-4.00627, -1.24792, -0.26994], [10.77015, -0.92942, -3.12747], [11.33727, 0.72362, -2.89594], [11.68910, -0.50535, -1.68181], [9.83737, 0.96532, -0.91732], [9.28527, -0.69489, -1.13599], [8.34319, -0.10942, -3.35257], [8.96907, 1.52935, -3.19113], [7.51747, 1.84026, -1.15513], [6.64196, 1.62199, -2.66957], [7.09684, -0.53024, -0.56214], [6.29035, -0.78673, -2.10934], [5.39160, 1.17019, 0.04665], [4.56113, 0.88693, -1.48405], [4.27320, -1.52168, -0.84582], [4.99982, -1.17464, 0.72154], [2.50873, -1.24765, 0.76596], [2.45776, 0.11430, -0.35896], [3.48279, 1.58895, 1.29688], [3.83396, 0.22325, 2.35521], [1.93964, 1.42254, 3.23557], [1.40412, -0.16024, 2.66847], [1.19344, 2.38284, 1.00491], [0.42518, 0.84134, 0.65789], [-1.16831, 2.50229, 1.56215], [-0.16897, 2.70409, 2.99795], [-2.07184, 1.33764, 3.54393], [-0.61284, 0.36110, 3.66342], [-2.51094, 0.38962, 1.28027], [-1.08679, -0.64764, 1.45330], [-3.49993, -0.68298, 3.32263], [-2.06781, -1.69782, 3.47122], [-2.55182, -2.69759, 1.22198], [-3.80225, -3.02133, 2.43876], [-5.77694, -1.77254, 2.44525], [-7.51214, -0.65299, 1.09316], [-8.20307, 0.43527, -1.01238], [-7.49821, 1.48548, -4.18542], [-4.64143, -0.30232, -2.07301], [-2.99946, -1.44984, -0.60296]], "forces_ev_per_a": [[-0.1, 0.0, 0.2], [0.0, -0.1, -0.3], [0.0, 0.2, 0.3], [0.0, -0.3, -0.2], [-0.1, 0.5, 0.1], [0.1, -0.5, 0.1], [-0.2, 0.3, -0.1], [0.3, 0.0, 0.2], [-0.3, -0.2, 0.0], [0.1, 0.2, -0.3], [-0.1, 0.0, 0.3], [0.0, -0.2, 0.0], [0.0, 0.2, -0.3], [0.0, 0.0, 0.4], [0.1, 0.0, -0.4], [0.8, -0.2, 1.0], [-0.6, 0.2, -0.5], [-0.2, 0.1, 0.0], [0.1, 0.2, -0.4], [1.0, -0.5, 0.5], [-1.1, 0.7, -0.7], [0.6, -0.1, -0.2], [-0.2, -0.1, 0.4], [-0.4, 0.0, 0.2], [0.0, 0.1, -0.4], [0.0, -0.1, -0.1], [0.1, 0.1, -0.1], [0.1, -0.1, 0.0], [-0.1, 0.0, 0.1], [0.0, 0.0, 0.1], [0.0, 0.0, -0.1], [0.0, 0.0, -0.1], [0.0, 0.1, 0.0], [0.0, 0.1, 0.0], [0.0, -0.1, 0.0], [0.0, -0.1, 0.0], [0.0, 0.1, 0.0], [0.0, 0.1, 0.0], [0.1, -0.1, 0.0], [0.0, -0.1, 0.0], [-0.1, 0.0, 0.0], [-0.1, 0.0, -0.1], [0.1, 0.1, 0.0], [0.1, 0.0, 0.0], [-0.1, 0.0, 0.1], [0.0, -0.1, 0.1], [0.0, 0.0, -0.1], [0.0, 0.0, -0.1], [0.0, 0.1, 0.0], [0.0, 0.1, 0.0], [0.0, 0.0, 0.1], [0.0, -0.1, 0.1], [0.0, 0.0, -0.1], [0.0, -0.1, -0.2], [0.0, 0.0, 0.1], [0.0, -0.1, 0.1], [-0.2, 0.0, 0.0], [0.0, 0.0, -0.2], [0.1, 0.0, 0.0], [-0.1, 0.0, 0.1], [0.0, 0.1, -0.1], [0.1, -0.2, 0.4], [0.1, 0.0, -0.1], [0.1, 0.0, 0.1]], "homo_ev": -11.978, "orbital_gap_ev": 7.42, "total_charge": 1, "fmax_ev_per_a": 1.49, "lumo_ev": -4.557, "relative_energy_kj_mol": 201.72}

(4)
{"formula": "C4H6AgClCuO2", "method": "wB97M-V/def2-TZVPD", "species": ["Ag", "Cu", "Cl", "O", "C", "O", "C", "C", "C", "H", "H", "H", "H", "H", "H"], "coordinates": [[0.91084, 3.81948, -5.80833], [2.12359, -1.62473, -8.94646], [-0.70895, 0.05520, -5.66097], [-0.93138, -2.34020, 3.09626], [-0.51584, -1.38357, 2.39664], [0.50599, -1.47505, 1.50738], [0.64789, -0.33579, 0.66428], [0.01590, 0.75168, 1.57141], [-1.01963, 0.01651, 2.45197], [-0.05407, -0.53428, -0.14563], [1.68363, -0.15063, 0.37958], [-0.36126, 1.48086, 0.85437], [0.76410, 1.24217, 2.19408], [-2.01382, 0.00258, 2.00533], [-1.04693, 0.47576, 3.44013]], "forces_ev_per_a": [[-0.1, 0.2, 0.1], [0.1, -0.3, -0.2], [0.0, 0.1, 0.0], [1.8, 3.2, -2.9], [-0.9, -3.2, 3.0], [0.5, -1.8, 0.3], [-1.8, 0.3, 2.0], [0.3, 0.6, -1.1], [0.6, 1.0, -1.2], [0.5, 0.3, -0.7], [-0.2, -0.3, 0.0], [-0.4, 0.4, 0.5], [0.0, -0.1, -0.1], [-0.1, 0.2, 0.1], [-0.2, -0.5, 0.0]], "homo_ev": [-12.976, -12.976], "orbital_gap_ev": [2.50, 2.00], "total_charge": 2, "fmax_ev_per_a": 4.66, "lumo_ev": [-10.477, -10.980], "spin_multiplicity": 2, "relative_energy_kj_mol": 314.24}

(5)
{"formula": "C3H11N2S", "method": "wB97M-V/def2-TZVPD", "species": ["C", "C", "S", "H", "H", "H", "H", "H", "H", "N", "C", "N", "H", "H", "H", "H", "H"], "coordinates": [[-2.10100, 2.07283, -0.48976], [-2.04343, 1.68428, 1.01578], [-1.39944, -0.09524, 1.18863], [-3.14650, 2.11836, -0.77791], [-1.48522, 2.94363, -0.70727], [-1.59931, 1.29316, -1.07618], [-3.06114, 1.64622, 1.38202], [-1.36010, 2.34859, 1.53202], [-1.35116, 0.17346, 2.52137], [1.20319, -1.42481, -0.02098], [2.24207, -2.17286, -0.30431], [3.10251, -1.82519, -1.24411], [1.01349, -0.58104, -0.54563], [0.39753, -1.83147, 0.42737], [2.60903, -2.88960, 0.42608], [4.08871, -2.04761, -1.18022], [2.89078, -1.41270, -2.14689]], "forces_ev_per_a": [[0.7, -1.0, 0.5], [0.3, -0.8, -1.8], [-0.6, 1.8, 1.1], [0.2, 0.4, -0.4], [-0.6, 0.4, 0.1], [-0.4, 0.0, -0.1], [0.2, 0.3, 0.5], [-0.2, -0.2, 0.4], [0.3, -0.8, -0.4], [-0.4, -1.1, -0.9], [1.4, 1.7, 0.5], [0.6, -0.3, -0.6], [-0.1, 0.0, -0.1], [0.0, 0.2, 0.6], [-0.5, -0.3, -0.2], [-0.3, -0.6, 0.2], [-0.5, 0.4, 0.5]], "homo_ev": -12.436, "orbital_gap_ev": 8.15, "total_charge": 1, "fmax_ev_per_a": 2.26, "lumo_ev": -4.288, "relative_energy_kj_mol": 108.38}